C36H94F3N8O10Sr | ωB97M-V/def2-TZVPD

Properties
Charge: +1
HOMO level in eV: -10.367
Orbital gap in eV: 8.2
Electronic energy in eV: -80233.861
LUMO energy in eV: -2.2

Each line ends with the Mulliken charge.
Cartesian coordinates (Å):
Sr 16.684 -6.717 0.145  1.40
C 16.138 -10.319 1.225  -1.10
O 16.701 -10.381 2.541  0.60
O 16.000 -9.015 0.900  0.34
C 16.895 -11.314 0.308  0.56
F 17.477 -10.749 -0.771  0.14
F 17.913 -11.967 0.921  -0.22
F 16.020 -12.244 -0.120  -0.05
C 16.331 -11.465 3.376  0.09
C 17.064 -11.227 4.699  -1.04
H 16.632 -11.865 5.477  0.46
H 18.078 -11.628 4.652  -0.06
H 17.049 -10.185 5.012  0.16
H 16.694 -12.423 2.995  0.43
H 15.246 -11.485 3.534  -0.19
H 15.105 -10.685 1.315  0.16
C 13.299 -6.962 5.262  -1.42
C 13.628 -8.369 4.768  0.23
C 12.427 -9.169 4.261  -0.93
O 12.101 -8.729 2.968  -0.06
C 11.082 -9.510 2.357  -0.86
N 14.765 -8.271 3.832  0.35
H 14.092 -6.555 5.887  0.32
H 12.459 -6.898 5.965  0.47
H 12.980 -6.329 4.431  0.22
H 14.035 -8.896 5.635  0.42
H 11.638 -9.216 5.015  0.47
H 12.864 -10.181 4.262  0.30
H 10.999 -9.093 1.353  0.20
H 10.130 -9.454 2.883  0.31
H 11.382 -10.553 2.218  0.31
H 14.497 -8.214 2.848  -0.17
H 15.235 -9.172 3.742  -0.71
C 12.584 -13.406 -0.357  -1.01
C 13.263 -14.498 0.504  0.20
C 13.902 -15.557 -0.423  0.32
O 13.089 -16.090 -1.412  -0.39
C 12.121 -17.001 -0.866  -0.68
N 14.250 -13.897 1.430  -0.50
H 11.766 -12.917 0.166  0.28
H 12.204 -13.954 -1.225  0.43
H 13.360 -12.731 -0.718  0.05
H 12.512 -14.896 1.190  0.43
H 14.254 -16.362 0.240  0.42
H 14.829 -15.111 -0.794  -0.66
H 12.675 -17.936 -0.724  0.30
H 11.359 -17.219 -1.606  0.27
H 11.783 -16.660 0.109  0.29
H 15.057 -13.664 0.875  0.05
H 13.897 -13.181 2.039  0.22
C 19.125 -8.739 -3.391  -1.55
C 18.104 -7.913 -2.596  0.31
C 16.712 -8.504 -2.751  -0.23
O 15.787 -7.593 -2.175  0.12
C 14.441 -7.924 -2.473  -0.88
N 18.509 -7.822 -1.185  -0.26
H 18.911 -8.775 -4.463  0.49
H 19.014 -9.803 -3.143  0.20
H 20.142 -8.387 -3.234  0.40
H 18.210 -6.973 -3.148  0.23
H 16.723 -9.468 -2.235  -0.36
H 16.525 -8.653 -3.816  0.62
H 14.242 -8.077 -3.540  0.37
H 13.752 -7.123 -2.218  0.08
H 14.237 -8.856 -1.940  0.26
H 19.455 -7.450 -1.220  0.30
H 18.602 -8.727 -0.722  -0.07
C 18.278 -12.989 -4.123  -1.52
C 16.834 -13.305 -3.741  0.28
C 16.637 -14.444 -2.739  0.58
O 17.736 -15.328 -2.753  -0.44
C 17.647 -16.308 -1.729  -0.70
N 16.045 -12.109 -3.433  -0.51
H 18.878 -13.054 -3.212  0.24
H 18.384 -12.064 -4.689  0.33
H 18.625 -13.717 -4.857  0.43
H 16.458 -13.645 -4.713  0.32
H 15.727 -15.054 -2.853  0.51
H 16.391 -14.027 -1.749  -0.66
H 17.695 -15.741 -0.782  0.20
H 18.517 -16.951 -1.739  0.31
H 16.655 -16.756 -1.628  0.29
H 16.428 -11.691 -2.596  -0.10
H 15.062 -12.330 -3.372  0.28
C 14.894 -2.517 -0.835  -1.33
C 15.189 -3.936 -0.354  0.82
C 13.899 -4.694 -0.170  -1.18
O 14.209 -6.061 0.217  -0.02
C 13.098 -6.930 0.336  -1.07
N 16.136 -4.622 -1.311  -0.55
H 13.842 -2.325 -1.039  0.34
H 15.546 -2.234 -1.663  0.34
H 15.214 -1.741 -0.130  0.38
H 15.698 -3.860 0.611  -0.14
H 13.409 -4.830 -1.140  0.51
H 13.234 -4.193 0.534  0.36
H 13.368 -7.962 0.105  0.09
H 12.295 -6.671 -0.360  0.58
H 12.760 -6.957 1.375  0.22
H 16.891 -3.945 -1.367  0.27
H 15.728 -4.729 -2.234  0.16
C 21.400 -15.565 6.226  -1.54
C 20.657 -14.482 5.417  0.37
C 21.162 -13.108 5.763  -0.97
O 20.538 -12.056 5.081  0.08
C 21.063 -10.773 5.341  -0.61
N 20.762 -14.773 3.973  -0.60
H 22.456 -15.598 5.965  0.36
H 20.892 -16.516 6.100  0.39
H 21.286 -15.258 7.269  0.37
H 19.601 -14.563 5.683  0.33
H 22.264 -13.069 5.665  0.39
H 21.166 -12.954 6.857  0.47
H 20.274 -10.046 5.138  0.00
H 21.799 -10.561 4.555  0.14
H 21.475 -10.637 6.341  0.42
H 20.188 -14.082 3.501  0.10
H 21.721 -14.650 3.666  0.34
C 21.082 -12.966 1.284  -0.92
C 21.005 -11.439 1.316  1.85
C 22.391 -10.878 1.710  -1.32
O 22.442 -9.483 1.780  -0.12
C 23.722 -9.063 2.266  -0.92
N 20.622 -10.832 0.039  -0.16
H 22.052 -13.341 0.951  0.56
H 20.339 -13.372 0.593  0.26
H 20.836 -13.422 2.243  -0.50
H 20.310 -11.095 2.086  -0.55
H 23.109 -11.337 1.013  0.41
H 22.619 -11.325 2.688  0.39
H 23.712 -7.978 2.205  0.25
H 24.432 -9.447 1.524  0.35
H 24.016 -9.420 3.255  0.32
H 21.350 -10.975 -0.655  0.31
H 19.817 -11.370 -0.272  -0.35
C 16.748 -5.558 4.831  -1.56
C 17.256 -5.769 3.416  0.01
C 18.199 -6.952 3.318  -0.54
O 18.542 -7.118 1.939  -0.01
C 19.464 -8.213 1.802  -0.80
N 16.101 -6.009 2.536  0.71
H 16.044 -4.727 4.863  0.42
H 17.532 -5.228 5.532  0.51
H 16.442 -6.477 5.322  0.21
H 17.720 -4.866 3.001  0.40
H 17.797 -7.909 3.668  -0.22
H 19.095 -6.779 3.924  0.50
H 18.879 -9.124 1.963  -0.11
H 20.292 -8.064 2.496  0.53
H 19.906 -8.296 0.814  0.27
H 15.560 -6.739 3.018  -0.32
H 15.433 -5.242 2.593  0.31